[1]
{
  "formula": "C24H25HfN7O3S",
  "method": "wB97M-V/def2-TZVPD",
  "gap_ev": 6.17,
  "e_lumo_ev": -0.8946,
  "relative_energy_kj_mol": 31.6,
  "elements": ["Hf", "C", "C", "N", "N", "C", "N", "S", "C", "C", "C", "C", "C", "N", "H", "H", "H", "H", "H", "H", "H", "H", "H", "N", "N", "C", "O", "O", "H", "H", "H", "N", "C", "C", "C", "C", "C", "C", "C", "C", "C", "C", "C", "C", "C", "H", "H", "H", "H", "H", "H", "H", "H", "H", "H", "C", "C", "O", "H", "H", "H"],
  "positions_angstrom": [[1.758, -0.212, 0.514], [0.961, -0.628, -4.069], [1.084, -0.202, -2.644], [1.890, -0.740, -1.794], [2.615, -1.804, -2.238], [3.660, -2.077, -1.493], [4.350, -3.184, -1.829], [4.265, -1.164, -0.150], [0.287, 0.940, -2.163], [-0.731, 1.512, -2.921], [-1.407, 2.607, -2.415], [-1.057, 3.109, -1.172], [-0.054, 2.470, -0.467], [0.603, 1.417, -0.949], [1.778, -1.292, -4.330], [0.020, -1.166, -4.218], [0.954, 0.241, -4.727], [4.018, -3.755, -2.587], [5.177, -3.435, -1.323], [-1.000, 1.091, -3.878], [-2.209, 3.059, -2.984], [-1.557, 3.964, -0.739], [0.223, 2.793, 0.531], [3.244, 1.793, 0.315], [3.626, 2.217, 1.604], [3.467, 1.255, 2.631], [4.021, 1.402, 3.693], [2.662, 0.296, 2.291], [4.024, 1.409, -0.216], [2.831, 2.563, -0.196], [4.483, 2.745, 1.666], [-0.180, -0.058, 1.204], [-1.440, -0.039, 1.165], [-2.242, 0.444, 2.330], [-3.525, -0.032, 2.589], [-4.219, 0.398, 3.710], [-3.642, 1.317, 4.574], [-2.362, 1.792, 4.325], [-1.663, 1.351, 3.214], [-2.157, -0.440, -0.099], [-1.622, -1.455, -0.892], [-2.192, -1.749, -2.123], [-3.281, -1.023, -2.586], [-3.814, -0.009, -1.803], [-3.262, 0.272, -0.561], [-3.975, -0.756, 1.922], [-5.210, 0.012, 3.911], [-4.187, 1.656, 5.446], [-1.904, 2.500, 5.005], [-0.649, 1.685, 3.030], [-0.767, -2.025, -0.543], [-1.783, -2.558, -2.717], [-3.720, -1.254, -3.549], [-4.665, 0.561, -2.157], [-3.680, 1.065, 0.047], [2.266, -3.192, 2.185], [1.611, -2.477, 1.024], [0.929, -3.130, 0.237], [1.790, -4.161, 2.344], [2.236, -2.583, 3.091], [3.322, -3.336, 1.940]]
}

[2]
{
  "formula": "C12H46N20O12",
  "method": "wB97M-V/def2-TZVPD",
  "smiles": "NC(N)=O.NC(N)=O.NC(N)=O.NC(N)=O.NC(N)=O.NC(N)=O.NC(N)=O.NC(N)=O.NC(N)=O.NC(N)=O.OCCO",
  "gap_ev": 8.50,
  "e_lumo_ev": 0.0497,
  "relative_energy_kj_mol": 25.8,
  "elements": ["C", "O", "N", "N", "H", "H", "H", "H", "C", "O", "N", "N", "H", "H", "H", "H", "C", "O", "N", "N", "H", "H", "H", "H", "C", "O", "N", "N", "H", "H", "H", "H", "C", "O", "N", "N", "H", "H", "H", "H", "C", "O", "N", "N", "H", "H", "H", "H", "C", "O", "N", "N", "H", "H", "H", "H", "C", "O", "N", "N", "H", "H", "H", "H", "C", "O", "N", "N", "H", "H", "H", "H", "C", "O", "N", "N", "H", "H", "H", "H", "C", "C", "O", "O", "H", "H", "H", "H", "H", "H"],
  "positions_angstrom": [[1.773, -2.006, 2.568], [2.735, -2.762, 2.446], [1.900, -0.642, 2.463], [0.486, -2.406, 2.781], [1.136, -0.048, 2.762], [2.811, -0.375, 2.805], [0.308, -3.369, 2.555], [-0.242, -1.710, 2.754], [0.196, -0.235, -0.487], [0.917, -0.139, -1.483], [-0.276, 0.784, 0.258], [-0.147, -1.470, -0.028], [-0.914, 0.490, 0.981], [0.217, 1.664, 0.296], [0.092, -2.270, -0.586], [-0.982, -1.516, 0.537], [-0.132, -2.382, -3.940], [-0.832, -2.401, -2.920], [0.885, -1.503, -4.075], [-0.381, -3.194, -5.004], [1.037, -0.876, -3.296], [1.410, -1.416, -4.924], [0.349, -3.318, -5.682], [-1.236, -3.711, -5.061], [-1.515, 0.814, 4.367], [-0.464, 0.414, 3.876], [-1.840, 0.493, 5.656], [-2.467, 1.507, 3.689], [-2.745, 0.668, 6.058], [-1.291, -0.205, 6.124], [-3.112, 2.011, 4.274], [-2.385, 1.726, 2.713], [-3.910, 3.218, 1.172], [-4.336, 3.403, 2.315], [-3.446, 1.990, 0.803], [-3.690, 4.234, 0.298], [-3.592, 1.221, 1.430], [-3.012, 1.835, -0.093], [-3.796, 5.182, 0.595], [-3.371, 3.944, -0.618], [4.958, 1.084, -2.584], [4.935, 2.181, -3.127], [3.857, 0.537, -1.994], [6.102, 0.345, -2.433], [3.025, 1.099, -2.008], [3.953, -0.167, -1.283], [6.039, -0.636, -2.193], [6.893, 0.688, -2.947], [-2.935, -4.781, -1.655], [-3.309, -5.922, -1.418], [-1.739, -4.284, -1.206], [-3.683, -3.936, -2.436], [-1.312, -3.547, -1.790], [-1.219, -5.036, -0.786], [-4.476, -4.407, -2.834], [-3.407, -3.021, -2.739], [-3.225, -1.352, 2.225], [-2.242, -0.671, 1.933], [-4.006, -1.988, 1.310], [-3.683, -1.394, 3.510], [-3.740, -1.884, 0.347], [-4.823, -2.473, 1.627], [-3.104, -0.881, 4.157], [-4.498, -1.821, 3.907], [-1.826, 3.214, -2.675], [-2.966, 2.992, -2.261], [-0.804, 2.326, -2.539], [-1.502, 4.374, -3.326], [0.003, 2.546, -3.094], [-0.863, 1.446, -2.061], [-2.135, 5.144, -3.220], [-0.559, 4.547, -3.622], [4.530, -1.664, -0.548], [5.339, -1.521, -1.464], [3.411, -2.434, -0.680], [4.596, -0.943, 0.607], [3.477, -3.008, -1.502], [2.767, -2.558, 0.082], [4.059, -1.301, 1.381], [5.300, -0.229, 0.588], [2.842, 2.655, 0.827], [1.730, 3.644, 1.128], [0.743, 3.634, 0.110], [3.896, 2.916, 1.739], [3.241, 2.701, -0.188], [2.413, 1.653, 0.952], [2.154, 4.643, 1.271], [1.340, 3.365, 2.118], [0.146, 4.375, 0.242], [4.169, 2.107, 2.174]]
}

[3]
{
  "formula": "CH7FN3P",
  "method": "wB97M-V/def2-TZVPD",
  "smiles": "CN[P@@](=N)(N)F",
  "gap_ev": 9.38,
  "e_lumo_ev": 0.6867,
  "relative_energy_kj_mol": 156.2,
  "elements": ["C", "N", "N", "N", "F", "P", "H", "H", "H", "H", "H", "H", "H"],
  "positions_angstrom": [[-0.782, -0.882, -1.515], [0.931, -0.107, 2.432], [0.902, 1.811, 0.064], [0.276, -0.808, -0.442], [-1.473, 0.714, 0.642], [0.208, 0.327, 0.751], [-1.865, -1.378, -1.183], [-0.874, 0.076, -2.116], [-0.336, -1.717, -2.131], [0.140, -0.651, 2.834], [0.522, 2.530, 0.647], [1.869, 1.853, 0.021], [0.482, -1.767, -0.005]]
}

[4]
{
  "formula": "C6H14O",
  "method": "wB97M-V/def2-TZVPD",
  "smiles": "C=CCCC.CO",
  "gap_ev": 11.01,
  "e_lumo_ev": 1.0613,
  "relative_energy_kj_mol": 131.4,
  "elements": ["C", "C", "C", "C", "C", "O", "C", "H", "H", "H", "H", "H", "H", "H", "H", "H", "H", "H", "H", "H", "H"],
  "positions_angstrom": [[-2.783, 0.674, 0.376], [-1.631, -0.321, 0.465], [-0.872, -0.463, -0.856], [0.242, -1.468, -0.773], [1.470, -1.305, -1.263], [2.535, 0.140, 1.341], [2.378, 1.440, 0.819], [-3.349, 0.704, 1.312], [-3.476, 0.398, -0.427], [-2.419, 1.687, 0.170], [-0.929, -0.016, 1.252], [-2.016, -1.308, 0.760], [-1.582, -0.781, -1.634], [-0.477, 0.511, -1.177], [-0.015, -2.416, -0.294], [1.903, -0.445, 0.897], [2.219, -2.089, -1.200], [1.758, -0.396, -1.789], [3.334, 1.977, 0.862], [1.651, 2.033, 1.389], [2.057, 1.445, -0.230]]
}

[5]
{
  "formula": "C9H14",
  "method": "wB97M-V/def2-TZVPD",
  "smiles": "Cc1ccccc1.CC",
  "gap_ev": 9.93,
  "e_lumo_ev": 0.9604,
  "relative_energy_kj_mol": 147.9,
  "elements": ["C", "C", "H", "H", "H", "H", "H", "H", "C", "C", "C", "C", "C", "C", "C", "H", "H", "H", "H", "H", "H", "H", "H"],
  "positions_angstrom": [[2.479, -1.434, -2.890], [1.962, -1.240, -1.475], [2.563, -2.515, -3.034], [2.040, -0.928, -3.745], [3.541, -1.302, -3.157], [1.000, -1.522, -1.092], [2.792, -1.641, -0.831], [2.234, -0.166, -1.272], [1.508, 0.367, 1.513], [-1.543, 1.178, -0.484], [-0.215, 1.141, -0.067], [-2.621, 0.625, 0.182], [0.052, 0.400, 1.094], [-2.349, -0.118, 1.350], [-1.054, -0.136, 1.783], [-1.760, 1.635, -1.480], [0.527, 1.469, -0.781], [-3.575, 0.436, -0.311], [-3.155, -0.654, 1.825], [2.010, -0.614, 1.562], [1.552, 0.749, 2.551], [-0.724, -0.531, 2.762], [1.974, 0.965, 0.730]]
}

[6]
{
  "formula": "C36H45N5O6RuSTe",
  "method": "wB97M-V/def2-TZVPD",
  "gap_ev": [4.54, 5.72],
  "e_lumo_ev": [-0.2519, 0.9226],
  "charge": -1,
  "s2": 1.11,
  "multiplicity": 2,
  "elements": ["Ru", "C", "O", "C", "C", "C", "C", "C", "C", "N", "N", "C", "O", "C", "C", "C", "C", "C", "C", "C", "O", "H", "H", "H", "H", "H", "H", "H", "H", "H", "H", "H", "H", "C", "N", "C", "C", "C", "N", "C", "C", "H", "H", "H", "H", "H", "H", "H", "H", "H", "H", "H", "H", "H", "H", "H", "H", "C", "C", "C", "C", "C", "C", "Te", "C", "C", "C", "H", "H", "H", "H", "H", "H", "H", "H", "H", "H", "H", "N", "C", "C", "C", "C", "C", "C", "S", "O", "O", "O", "H", "H", "H", "H", "H", "H"],
  "positions_angstrom": [[-0.003, -0.582, 0.164], [-1.869, -2.101, 4.441], [-0.742, -2.941, 4.364], [0.492, -2.317, 4.260], [1.459, -2.710, 5.154], [2.743, -2.169, 5.106], [3.044, -1.248, 4.138], [2.101, -0.836, 3.184], [2.547, 0.072, 2.178], [1.833, 0.573, 1.224], [2.465, 1.416, 0.374], [1.734, 1.791, -0.651], [0.533, 1.432, -0.858], [2.365, 2.664, -1.669], [1.555, 3.507, -2.425], [2.086, 4.228, -3.476], [3.431, 4.105, -3.784], [4.248, 3.295, -3.011], [3.724, 2.581, -1.949], [0.763, -1.358, 3.227], [-0.158, -1.004, 2.417], [-1.797, -1.416, 5.297], [-2.723, -2.767, 4.582], [-1.996, -1.522, 3.522], [1.209, -3.461, 5.889], [3.478, -2.469, 5.837], [4.033, -0.816, 4.092], [3.605, 0.351, 2.213], [0.506, 3.571, -2.179], [1.454, 4.884, -4.057], [3.840, 4.629, -4.638], [5.304, 3.228, -3.242], [4.344, 1.935, -1.343], [-2.042, 1.300, 1.388], [-2.286, 0.902, 0.006], [-2.379, 2.098, -0.814], [-3.496, 0.099, -0.112], [-3.252, -1.370, 0.246], [-2.073, -1.929, -0.410], [-2.221, -1.895, -1.864], [-1.882, -3.305, 0.035], [-2.797, 2.024, 1.738], [-1.051, 1.757, 1.452], [-2.061, 0.426, 2.036], [-3.180, 2.768, -0.464], [-2.570, 1.831, -1.852], [-1.433, 2.631, -0.763], [-3.856, 0.156, -1.142], [-4.298, 0.490, 0.539], [-4.156, -1.943, -0.036], [-3.113, -1.472, 1.325], [-3.180, -2.333, -2.183], [-1.411, -2.461, -2.324], [-2.154, -0.869, -2.225], [-2.749, -3.931, -0.228], [-1.746, -3.328, 1.116], [-0.992, -3.728, -0.433], [2.337, -8.649, -0.609], [2.103, -7.167, -0.572], [1.870, -6.422, -1.717], [1.750, -5.039, -1.670], [1.521, -4.285, -2.944], [1.865, -4.370, -0.449], [2.023, -2.216, -0.421], [2.024, -5.117, 0.721], [2.058, -4.497, 2.085], [2.145, -6.496, 0.639], [2.222, -9.048, -1.614], [1.644, -9.162, 0.057], [3.348, -8.872, -0.265], [1.804, -6.927, -2.671], [1.258, -4.953, -3.760], [2.427, -3.743, -3.217], [0.723, -3.552, -2.824], [2.028, -3.412, 2.017], [2.960, -4.784, 2.624], [1.198, -4.825, 2.669], [2.292, -7.066, 1.548], [0.362, -0.345, -3.046], [0.186, -0.213, -4.408], [-0.588, 0.826, -4.927], [-0.824, 0.902, -6.288], [-0.301, -0.061, -7.118], [0.489, -1.078, -6.634], [0.734, -1.164, -5.277], [-0.581, 0.005, -8.908], [-0.971, -1.354, -9.253], [0.738, 0.402, -9.393], [-1.623, 1.003, -9.092], [1.190, -0.871, -2.791], [0.236, 0.504, -2.498], [-0.993, 1.572, -4.255], [-1.416, 1.691, -6.721], [0.899, -1.792, -7.327], [1.353, -1.957, -4.876]]
}

[7]
{
  "formula": "C16H43O8P3S",
  "method": "wB97M-V/def2-TZVPD",
  "smiles": "CCOP(=O)(OCC)OCC.CCOP(=O)(OCC)OCC.CCC[PH2](C)S",
  "gap_ev": 7.36,
  "e_lumo_ev": -0.8677,
  "relative_energy_kj_mol": 148.6,
  "elements": ["C", "C", "C", "P", "C", "S", "H", "H", "H", "H", "H", "H", "H", "H", "H", "H", "H", "H", "H", "O", "P", "O", "C", "C", "O", "C", "C", "O", "C", "C", "H", "H", "H", "H", "H", "H", "H", "H", "H", "H", "H", "H", "H", "H", "H", "O", "P", "O", "C", "C", "O", "C", "C", "O", "C", "C", "H", "H", "H", "H", "H", "H", "H", "H", "H", "H", "H", "H", "H", "H", "H"],
  "positions_angstrom": [[-2.892, 2.153, -5.502], [-3.318, 3.243, -4.470], [-3.993, 4.448, -5.180], [-2.948, 6.031, -5.341], [-1.352, 5.144, -5.686], [-1.978, 8.025, -5.605], [-1.915, 1.717, -5.288], [-3.672, 1.394, -5.583], [-2.858, 2.630, -6.487], [-2.522, 3.513, -3.775], [-4.098, 2.770, -3.861], [-4.420, 4.121, -6.136], [-4.859, 4.725, -4.560], [-3.740, 6.381, -6.467], [-3.398, 6.505, -4.084], [-1.444, 4.393, -6.475], [-0.894, 4.714, -4.793], [-0.645, 5.886, -6.054], [-1.812, 8.596, -4.391], [-0.543, 1.752, -0.240], [-1.425, 1.458, 0.928], [-2.636, 0.564, 0.258], [-2.361, -0.391, -0.759], [-1.772, -1.679, -0.216], [-2.171, 2.893, 1.133], [-1.757, 4.053, 0.419], [-2.510, 4.179, -0.889], [-1.847, 1.120, 2.473], [-2.040, -0.204, 2.954], [-0.732, -0.926, 3.207], [-1.707, 0.028, -1.527], [-3.314, -0.608, -1.244], [-0.843, -1.488, 0.327], [-1.559, -2.376, -1.028], [-2.464, -2.168, 0.471], [-0.679, 4.054, 0.262], [-1.982, 4.913, 1.053], [-2.429, 3.273, -1.489], [-2.130, 5.020, -1.473], [-3.574, 4.337, -0.702], [-2.697, -0.771, 2.294], [-2.580, -0.106, 3.898], [-0.095, -0.915, 2.318], [-0.913, -1.962, 3.496], [-0.173, -0.437, 4.005], [4.205, -4.003, 1.262], [3.568, -3.723, 2.591], [3.979, -5.151, 3.337], [5.275, -5.716, 3.185], [6.323, -5.026, 4.038], [2.012, -4.038, 2.187], [1.597, -4.135, 0.826], [1.699, -5.561, 0.326], [2.910, -3.171, 4.004], [3.609, -3.147, 5.241], [4.602, -2.004, 5.325], [5.583, -5.719, 2.139], [5.194, -6.761, 3.491], [6.389, -3.962, 3.796], [7.304, -5.477, 3.879], [6.085, -5.112, 5.099], [2.159, -3.448, 0.195], [0.553, -3.813, 0.791], [2.697, -5.972, 0.480], [1.461, -5.614, -0.737], [1.005, -6.204, 0.871], [4.076, -4.109, 5.446], [2.848, -3.014, 6.013], [5.293, -2.017, 4.478], [5.177, -2.061, 6.249], [4.083, -1.045, 5.298]]
}

[8]
{
  "formula": "C29H34BrN7O2PSTb",
  "method": "wB97M-V/def2-TZVPD",
  "gap_ev": [7.25, 7.30],
  "e_lumo_ev": [-5.5200, -5.4633],
  "charge": 2,
  "s2": 12.67,
  "multiplicity": 7,
  "relative_energy_kj_mol": 9.5,
  "elements": ["Tb", "N", "C", "S", "N", "N", "C", "C", "C", "C", "C", "C", "C", "C", "C", "C", "C", "C", "N", "H", "H", "H", "H", "H", "H", "H", "H", "H", "H", "H", "C", "C", "O", "N", "C", "C", "C", "C", "C", "C", "N", "H", "H", "H", "H", "H", "H", "H", "H", "H", "H", "C", "P", "C", "C", "O", "H", "H", "H", "H", "H", "H", "H", "H", "H", "Br", "C", "C", "C", "N", "C", "C", "H", "H", "H", "H"],
  "positions_angstrom": [[0.592, -0.279, -0.056], [-1.263, 1.782, 3.626], [-0.976, 1.237, 2.429], [-0.510, -0.451, 2.438], [-1.121, 2.064, 1.412], [-0.828, 1.563, 0.179], [-1.168, 2.262, -0.852], [-1.821, 3.587, -0.797], [-2.980, 3.817, -1.537], [-3.600, 5.056, -1.502], [-3.051, 6.083, -0.746], [-1.887, 5.865, -0.020], [-1.280, 4.621, -0.034], [-0.882, 1.632, -2.177], [-0.887, 2.364, -3.354], [-0.650, 1.714, -4.557], [-0.420, 0.347, -4.557], [-0.385, -0.302, -3.338], [-0.592, 0.319, -2.177], [-1.350, 1.190, 4.433], [-1.678, 2.700, 3.645], [-3.410, 3.019, -2.133], [-4.509, 5.219, -2.065], [-3.529, 7.054, -0.725], [-1.458, 6.665, 0.570], [-0.391, 4.444, 0.557], [-1.084, 3.427, -3.326], [-0.656, 2.270, -5.486], [-0.262, -0.201, -5.475], [-0.181, -1.366, -3.278], [2.594, -3.661, -2.540], [1.811, -3.264, -1.329], [1.758, -2.068, -0.959], [1.164, -4.207, -0.661], [0.343, -3.937, 0.520], [-1.053, -3.484, 0.165], [-2.126, -4.346, 0.285], [-3.396, -3.896, -0.046], [-3.544, -2.593, -0.485], [-2.419, -1.795, -0.575], [-1.190, -2.221, -0.264], [3.496, -3.056, -2.599], [1.992, -3.466, -3.431], [2.863, -4.715, -2.531], [1.222, -5.156, -0.996], [0.844, -3.179, 1.119], [0.306, -4.848, 1.111], [-1.971, -5.355, 0.645], [-4.252, -4.551, 0.045], [-4.514, -2.192, -0.746], [-2.501, -0.766, -0.900], [3.467, -1.221, 2.849], [3.169, 0.492, 2.428], [4.743, 1.257, 2.078], [2.498, 1.289, 3.874], [2.247, 0.595, 1.220], [4.188, -1.309, 3.663], [3.851, -1.741, 1.971], [2.520, -1.663, 3.162], [5.413, 1.168, 2.936], [4.582, 2.313, 1.857], [5.197, 0.776, 1.211], [3.249, 1.316, 4.665], [1.622, 0.735, 4.210], [2.202, 2.307, 3.619], [4.322, 3.827, -4.667], [3.461, 2.753, -3.402], [3.394, 1.381, -3.582], [2.724, 0.632, -2.633], [2.145, 1.162, -1.548], [2.243, 2.487, -1.386], [2.883, 3.322, -2.279], [3.850, 0.907, -4.440], [2.647, -0.443, -2.742], [1.789, 2.895, -0.489], [2.928, 4.388, -2.103]]
}